# C37H24Br2N5O3TaTe

C37H24Br2N5O3TaTe as an isolated structure (ωB97M-V with the def2-TZVPD basis set, the OMol25 dataset).

Geometry as XYZ:
```
73
Properties=species:S:1:pos:R:3
Ta 0.89 0.22 0.16
O -2.47 3.82 -2.67
C -1.22 4.31 -2.70
C -0.95 5.35 -3.59
C 0.32 5.89 -3.66
C 1.35 5.41 -2.85
C 1.09 4.39 -1.97
C -0.19 3.82 -1.87
C -0.39 2.71 -0.93
O 0.61 2.30 -0.22
N -1.58 2.15 -0.84
N -1.53 1.04 -0.04
C -2.67 0.56 0.25
C -2.82 -0.70 0.98
C -4.09 -1.14 1.35
C -4.20 -2.36 2.00
C -3.05 -3.09 2.24
C -1.83 -2.57 1.82
N -1.71 -1.40 1.22
H -2.49 3.08 -2.02
H -1.76 5.71 -4.21
H 0.51 6.69 -4.36
H 2.34 5.84 -2.92
H 1.87 3.99 -1.33
H -3.57 1.08 -0.08
H -4.96 -0.54 1.13
H -5.17 -2.73 2.30
H -3.09 -4.06 2.73
H -0.91 -3.13 1.98
Br -2.19 -0.07 -3.21
C -0.66 -1.10 -3.57
C -0.67 -1.92 -4.71
C 0.41 -2.68 -5.03
Br 0.34 -3.77 -6.57
C 1.58 -2.66 -4.22
C 2.74 -3.42 -4.47
C 3.80 -3.33 -3.60
C 3.68 -2.49 -2.47
N 2.62 -1.78 -2.22
C 1.58 -1.83 -3.07
C 0.44 -1.02 -2.74
O 0.45 -0.22 -1.67
H -1.56 -1.94 -5.33
H 2.79 -4.06 -5.33
H 4.71 -3.89 -3.77
H 4.50 -2.41 -1.76
C 1.45 -4.22 0.69
C 1.63 -4.34 2.06
C 1.48 -3.23 2.87
C 1.18 -1.98 2.30
C 1.08 -1.83 0.91
C 1.19 -2.98 0.13
C 0.86 -0.80 3.13
C 0.81 -0.90 4.54
C 0.43 0.16 5.29
C 0.06 1.36 4.64
C -0.39 2.48 5.38
C -0.75 3.63 4.74
C -0.66 3.69 3.34
C -0.23 2.62 2.60
C 0.14 1.42 3.24
N 0.56 0.33 2.50
H 1.53 -5.10 0.06
H 1.86 -5.30 2.51
H 1.60 -3.35 3.94
H 1.07 -2.93 -0.94
H 1.08 -1.83 5.02
H 0.38 0.10 6.37
H -0.44 2.40 6.46
H -1.09 4.50 5.30
H -0.94 4.60 2.82
H -0.15 2.70 1.53
Te 3.35 0.76 0.43
```

Properties
energy above the lowest of the compared OMol25 structures with the same formula, charge and spin: 131.7 kJ/mol
DFT total energy: -201284.308 eV
HOMO-LUMO gap (alpha / beta): 6.4 / 6.4 eV

***

# C10H16

A 2-piece molecular cluster, C10H16 overall at a distorted geometry (ωB97M-V with the def2-TZVPD basis set, the OMol25 dataset).

Geometry as XYZ:
```
26
Properties=species:S:1:pos:R:3
C 2.52 0.79 -1.92
C 1.62 1.22 -0.78
C 1.96 0.75 0.49
C 1.25 1.15 1.61
C 0.05 1.83 1.45
C -0.40 2.11 0.17
C 0.36 1.78 -0.95
H 2.51 1.50 -2.75
H 2.25 -0.20 -2.27
H 3.54 0.70 -1.57
H 2.91 0.22 0.60
H 1.71 1.03 2.59
H -0.55 1.97 2.35
H -1.46 2.33 0.05
H 0.01 2.02 -1.95
C -2.67 -2.31 0.82
C -1.67 -1.18 0.56
C -0.62 -1.59 -0.49
H -2.19 -3.21 1.19
H -3.16 -2.62 -0.10
H -3.49 -1.99 1.47
H -2.19 -0.36 0.07
H -1.29 -0.91 1.54
H -1.07 -2.31 -1.17
H -0.23 -0.68 -0.96
H 0.29 -2.04 -0.06
```

Properties
energy above the lowest of the compared OMol25 structures with the same formula, charge and spin: 57.9 kJ/mol
DFT total energy: -10629.143 eV
HOMO-LUMO gap: 10.1 eV

***

# C4H9O6P

A 4-piece molecular cluster, C4H9O6P overall at a distorted geometry (ωB97M-V with the def2-TZVPD basis set, the OMol25 dataset).

Geometry as XYZ:
```
20
Properties=species:S:1:pos:R:3
C 0.44 -1.51 -0.39
C 0.62 -0.01 -0.67
C 0.54 0.87 0.56
C 0.30 2.32 0.11
O -2.64 -0.59 1.01
O -4.14 -0.88 -1.20
O -4.52 1.12 0.43
O 1.59 0.70 1.50
O -0.52 2.51 -0.82
O 0.92 3.25 0.71
P -3.72 -0.07 0.04
H 1.08 -1.99 0.36
H 0.46 -2.04 -1.34
H -0.55 -1.51 0.20
H -0.12 0.22 -1.36
H 1.53 0.24 -1.25
H -0.54 0.59 1.00
H 1.87 1.64 1.68
H -2.56 1.17 -0.89
H -1.73 1.59 -0.83
```

Properties
net charge: -2
energy above the lowest of the compared OMol25 structures with the same formula, charge and spin: 65.9 kJ/mol
DFT total energy: -25869.325 eV
HOMO-LUMO gap: 8.0 eV

***

# C13H14HfIN3O

C13H14HfIN3O as an isolated structure at a distorted geometry (ωB97M-V with the def2-TZVPD basis set, the OMol25 dataset).

Geometry as XYZ:
```
33
Properties=species:S:1:pos:R:3
C 1.05 -5.52 0.32
C -0.38 -5.76 -0.14
H 1.74 -5.44 -0.52
H 1.41 -6.31 0.99
H 1.11 -4.58 0.88
H -0.79 -4.89 -0.65
H -0.43 -6.61 -0.83
H -1.03 -5.99 0.71
C 2.62 1.66 0.34
C 3.31 2.74 -0.19
C 2.58 3.75 -0.82
C 1.20 3.65 -0.97
H 3.10 0.86 0.89
H 4.39 2.77 -0.11
H 3.09 4.61 -1.24
H 0.61 4.41 -1.49
N 1.27 1.52 0.14
C 0.54 2.51 -0.51
C -0.90 2.24 -0.72
N -1.36 0.99 -0.34
C -2.71 0.70 -0.35
C -3.18 2.83 -1.36
C -3.63 1.61 -0.86
H -2.97 -0.27 0.09
H -4.69 1.35 -0.85
C -1.82 3.15 -1.27
H -1.44 4.11 -1.63
H -3.89 3.55 -1.79
Hf 0.14 -0.16 0.70
I 1.79 -2.21 0.15
O -0.39 -0.86 4.91
C -0.24 -0.42 3.82
N -0.11 0.00 2.69
```

Properties
net charge: +2
DFT total energy: -29620.396 eV
HOMO-LUMO gap: 7.0 eV